148
Properties=species:S:1:pos:R:3:forces:R:3 method="wB97M-V/def2-TZVPD" charge=0 e_lumo_ev=-0.3 e_homo_ev=-5.9 gap_ev=5.58
K 0.86305 -0.21415 -1.50626 -0.103 -0.339 0.496
C 2.40651 0.58005 4.17353 0.050 0.036 0.003
C 1.46307 1.34141 3.28969 0.029 -0.028 0.059
C 1.21357 2.70410 3.52471 -0.063 -0.054 -0.103
C 0.76350 3.46746 2.42641 0.024 0.149 0.079
N 0.26957 2.96772 1.31593 0.039 -0.086 0.061
N -0.06601 1.59156 1.48695 0.098 -0.098 -0.170
B -1.29618 1.13843 1.10257 -0.308 -0.046 0.185
N -2.29413 2.05715 0.44014 0.043 -0.106 0.048
N -3.11368 2.53575 1.40550 -0.033 0.031 -0.112
C -3.95450 3.47259 1.10504 0.049 -0.045 0.031
C -4.01025 4.00127 -0.21675 -0.023 0.071 -0.002
C -3.20824 3.51727 -1.19069 0.006 -0.045 -0.016
C -3.24523 4.04149 -2.58737 -0.026 0.002 -0.015
C -2.28880 2.44832 -0.85796 -0.019 -0.086 -0.080
S -1.32016 1.73025 -2.02249 -0.226 0.479 0.111
C -4.87552 3.98747 2.19848 0.021 0.000 -0.031
C -4.68358 5.50239 2.34948 -0.001 0.036 0.009
C -6.32632 3.69214 1.79624 -0.043 -0.003 0.006
C -4.56909 3.30753 3.52897 0.009 -0.018 0.061
N -1.84103 -0.09343 1.83310 0.104 0.300 0.070
N -1.77805 0.11210 3.16404 -0.048 -0.096 -0.064
C -2.23090 -0.79509 3.97117 0.001 0.012 0.015
C -2.82285 -1.98117 3.45987 0.035 -0.007 0.029
C -2.90150 -2.18792 2.12305 0.003 0.031 -0.036
C -3.51855 -3.42169 1.55626 -0.039 -0.039 -0.028
C -2.35497 -1.18927 1.23640 -0.064 -0.201 -0.008
S -2.31013 -1.35026 -0.43831 0.013 0.031 0.033
C -2.06777 -0.48671 5.45751 -0.020 -0.017 -0.057
C -2.58677 -1.62862 6.32874 -0.021 -0.027 0.038
C -0.57767 -0.26275 5.73925 0.020 0.002 0.027
C -2.83985 0.79638 5.78033 -0.014 0.035 0.011
C 0.88694 0.77751 2.18711 -0.012 0.030 -0.134
S 1.19073 -0.82803 1.57742 0.276 -0.034 0.384
C 0.80336 4.99784 2.49431 0.009 -0.060 0.031
C -0.52251 5.42025 3.14545 -0.054 -0.010 -0.028
C 0.90169 5.63016 1.10903 0.042 0.023 -0.042
C 1.97417 5.51382 3.33575 0.017 0.027 0.038
H 2.33736 0.95612 5.19546 0.022 -0.010 -0.011
H 3.43753 0.71622 3.83756 -0.013 0.001 -0.012
H 2.19574 -0.48932 4.17151 -0.013 0.012 -0.001
H 1.63762 3.18244 4.39475 -0.014 -0.025 -0.012
H -4.70649 4.80018 -0.44237 0.008 -0.010 0.001
H -3.94321 4.87475 -2.66494 0.005 -0.007 -0.006
H -3.53941 3.25193 -3.28048 0.004 -0.006 0.009
H -2.25006 4.36003 -2.89959 0.003 0.010 0.017
H -4.95568 6.04202 1.44031 0.006 -0.008 0.006
H -3.64753 5.74583 2.59212 -0.011 -0.021 0.005
H -5.31729 5.87544 3.15679 -0.004 -0.009 -0.013
H -6.59756 4.18517 0.86046 0.011 -0.007 0.005
H -7.00740 4.05075 2.57105 0.011 0.002 -0.009
H -6.48548 2.61888 1.67301 0.013 0.009 0.006
H -3.54539 3.50515 3.84947 0.000 0.011 -0.017
H -4.68241 2.22543 3.45954 -0.011 0.007 -0.010
H -5.25460 3.68488 4.29130 0.012 -0.007 -0.004
H -3.21047 -2.72837 4.13979 0.006 0.010 -0.012
H -3.80770 -4.10686 2.35304 0.003 0.000 -0.019
H -2.82643 -3.91452 0.87259 0.027 -0.015 0.001
H -4.40252 -3.16256 0.96962 -0.003 0.021 -0.016
H -2.05803 -2.56482 6.13338 0.005 0.017 -0.004
H -3.65725 -1.79918 6.18852 0.014 0.011 -0.009
H -2.43075 -1.37785 7.37905 0.000 0.005 -0.008
H 0.00578 -1.15877 5.51135 -0.017 0.007 -0.003
H -0.43264 -0.02005 6.79483 -0.003 -0.006 -0.006
H -0.19376 0.55802 5.13274 -0.053 -0.016 0.023
H -3.90658 0.68075 5.57216 0.009 -0.009 0.004
H -2.46156 1.62508 5.18210 0.003 -0.004 -0.004
H -2.72308 1.04401 6.83795 0.001 0.001 -0.012
H -1.36101 5.07289 2.53611 0.015 0.017 0.004
H -0.57793 6.50914 3.23377 0.013 -0.012 0.001
H -0.62566 4.98306 4.14036 0.011 0.005 -0.001
H 0.16651 5.21837 0.41918 -0.039 -0.006 0.030
H 1.89758 5.46256 0.69554 0.030 -0.028 -0.039
H 0.75339 6.71057 1.19147 -0.004 -0.022 -0.013
H 1.86398 5.27020 4.39287 -0.011 -0.001 -0.021
H 2.03185 6.60229 3.25443 -0.014 -0.008 0.008
H 2.92122 5.09466 2.99001 -0.018 0.012 -0.010
O 1.11213 -5.62726 -6.90501 -0.044 0.063 -0.081
C 2.05165 -4.68591 -7.13998 0.220 -0.158 0.306
O 2.88383 -4.87596 -7.98216 -0.049 0.055 -0.146
C 2.04376 -3.47493 -6.25684 -0.052 0.007 -0.129
C 1.06187 -3.22993 -5.30601 -0.013 0.010 0.071
C 1.13611 -2.11094 -4.49715 0.004 -0.061 -0.132
C 2.16289 -1.19889 -4.67208 0.052 0.212 0.134
C 3.15130 -1.42796 -5.62905 0.036 -0.129 -0.012
C 3.09178 -2.56750 -6.40959 -0.011 0.040 0.021
N 2.16417 -0.06410 -3.82353 0.151 -0.175 -0.326
C 2.38542 1.07659 -4.32265 -0.097 0.228 0.067
C 2.32985 2.31675 -3.51545 0.065 -0.152 -0.112
C 2.56955 3.51856 -4.16143 -0.025 0.044 -0.032
C 2.44052 4.69640 -3.44089 0.025 -0.019 -0.058
C 2.06863 4.61008 -2.11672 -0.014 -0.015 0.058
C 1.86007 3.35430 -1.54457 0.061 0.023 0.037
N 2.00315 2.22006 -2.22051 0.057 0.220 -0.225
H 0.52803 -5.35070 -6.18974 -0.056 0.008 0.025
H 0.20725 -3.87945 -5.14872 0.027 -0.001 -0.024
H 0.36772 -1.94099 -3.75369 0.029 0.030 -0.073
H 3.97695 -0.73467 -5.73316 -0.012 0.005 0.010
H 3.85230 -2.77771 -7.14921 -0.007 -0.003 -0.001
H 2.55652 1.22420 -5.39409 0.062 -0.085 -0.009
H 2.83607 3.52634 -5.21074 -0.012 -0.003 0.006
H 2.61356 5.65433 -3.91385 -0.002 0.004 0.014
H 1.92700 5.49866 -1.51991 0.000 0.013 0.028
H 1.54041 3.26978 -0.50879 0.000 -0.021 -0.030
C 5.24410 -2.10398 -1.91832 -0.009 -0.051 -0.020
Si 5.32607 -0.65140 -0.75051 -0.030 0.104 -0.009
C 6.83095 -0.75295 0.34468 0.040 -0.033 0.046
C 5.30140 0.94825 -1.70739 0.043 0.052 -0.027
C 3.80973 -0.69603 0.29086 -0.043 -0.111 0.014
C 2.75509 -0.75111 0.89157 -0.180 0.104 -0.138
H 6.09564 -2.08498 -2.60383 -0.016 -0.021 -0.001
H 4.32968 -2.07586 -2.51847 0.007 -0.010 0.005
H 5.26662 -3.05379 -1.37937 0.014 0.030 -0.012
H 7.74100 -0.87479 -0.24773 -0.013 0.013 0.003
H 6.75277 -1.60196 1.02665 0.023 0.004 -0.008
H 6.93675 0.15204 0.94624 -0.010 -0.014 0.003
H 6.23171 1.08967 -2.26433 -0.014 -0.005 0.016
H 5.16858 1.79939 -1.03596 0.017 0.002 -0.019
H 4.47156 0.95349 -2.41548 0.007 -0.014 0.025
S -2.32627 -2.35926 -4.75231 -0.025 0.058 0.054
C -2.55956 -3.56165 -3.64698 -0.003 -0.205 -0.198
N -3.65793 -3.51346 -2.81158 -0.021 0.092 0.107
C -3.99364 -4.47657 -1.94074 0.039 0.011 0.006
C -3.23190 -5.59852 -1.86378 0.001 0.062 0.013
C -2.08568 -5.60932 -2.68729 -0.004 -0.092 -0.005
N -1.74446 -4.66330 -3.52054 -0.049 0.082 0.062
H -4.18518 -2.65229 -2.84961 -0.003 0.029 0.010
H -4.87038 -4.28969 -1.33869 -0.021 -0.020 0.020
H -3.46602 -6.40552 -1.18874 0.010 -0.003 -0.012
H -1.40886 -6.45914 -2.63653 -0.065 0.014 -0.002
C 1.62048 -6.15575 -2.98232 -0.011 -0.044 -0.059
C 1.82542 -5.38922 -1.67920 -0.050 0.034 -0.012
C 3.30412 -5.38221 -1.30986 0.062 -0.011 -0.002
C 1.00840 -6.03953 -0.55696 -0.032 -0.044 0.026
N 1.39724 -4.01003 -1.97219 0.022 -0.037 0.068
N 1.40143 -3.08707 -0.89346 0.084 0.013 -0.116
H 1.94884 -7.19138 -2.88349 0.006 0.006 0.019
H 2.18727 -5.68510 -3.78782 -0.001 -0.009 0.019
H 0.56442 -6.16268 -3.27098 0.107 0.050 -0.018
H 3.67856 -6.40359 -1.21905 -0.018 0.005 0.021
H 3.47734 -4.88115 -0.35438 -0.017 0.014 -0.012
H 3.88279 -4.86819 -2.07892 -0.037 -0.020 -0.015
H 1.29301 -7.08565 -0.42766 0.021 0.010 -0.005
H -0.06114 -6.00766 -0.78346 0.036 0.022 0.017
H 1.16846 -5.54560 0.40404 -0.002 0.004 -0.005
H 0.45620 -4.02579 -2.35156 0.013 0.011 -0.025
H 2.35433 -2.78037 -0.73039 0.041 -0.042 -0.012
H 1.06596 -3.50332 -0.02806 -0.089 0.046 0.045